No. 1
Formula: C4H2N8
Source: OMol25
Level of theory: ωB97M-V/def2-TZVPD

The spin multiplicity is 3. Its total charge is -2. As for the expectation value of S²: 2.025. The total energy comes out at -591.437708 Eh.

Each atom is followed by the atoms it is bonded to, with distances in Å.
Geometry (Å):
1 C 1.014 -1.606 -0.704  N5 1.308, N7 1.343
2 C -1.357 1.474 0.131  C4 1.399, N6 1.376, N8 1.374
3 C 0.031 -0.122 1.660  C4 1.302, H13 1.114, H14 1.060
4 C -0.518 0.479 0.645  C2 1.399, C3 1.302
5 N 1.250 -2.018 -1.922  C1 1.308, N9 1.339
6 N -1.600 2.698 0.712  C2 1.376, N10 1.303
7 N 1.908 -2.020 0.209  C1 1.343, N11 1.341
8 N -1.837 1.498 -1.156  C2 1.374, N12 1.280
9 N 2.405 -2.672 -1.744  N5 1.339, N11 1.322
10 N -2.337 3.325 -0.161  N6 1.303, N12 1.346
11 N 2.831 -2.692 -0.493  N7 1.341, N9 1.322
12 N -2.410 2.632 -1.312  N8 1.280, N10 1.346
13 H -0.400 -0.497 2.616  C3 1.114
14 H 1.020 -0.478 1.519  C3 1.060

***

No. 2
Formula: C6H9N2OS
Source: OMol25
Level of theory: ωB97M-V/def2-TZVPD

Its total charge is +1. The value obtained for the energy above the lowest of the compared OMol25 structures with the same formula, charge and spin is 27.7 kcal/mol.

Each atom is followed by the atoms it is bonded to, with distances in Å.
Geometry (Å):
1 C -1.734 -1.426 0.023  N7 1.280, N8 1.339, S10 1.769
2 C 1.991 -0.691 0.238  C5 1.315, C6 1.503, O9 1.335
3 C -1.503 1.721 -0.735  C4 1.316, H11 1.075, H12 1.074
4 C -2.407 1.371 0.156  C3 1.316, S10 1.770, H13 1.077
5 C 0.723 -1.019 0.128  C2 1.315, N7 1.213
6 C 2.358 0.675 0.748  C2 1.503, H14 1.087, H15 1.088, H16 1.090
7 N -0.476 -1.201 0.101  C1 1.280, C5 1.213
8 N -2.219 -2.622 -0.334  C1 1.339, H18 1.007, H19 1.008
9 O 3.036 -1.472 -0.048  C2 1.335, H17 0.966
10 S -2.965 -0.265 0.538  C1 1.769, C4 1.770
11 H -1.288 2.762 -0.899  C3 1.075
12 H -0.957 1.012 -1.329  C3 1.074
13 H -2.980 2.077 0.733  C4 1.077
14 H 1.696 1.448 0.366  C6 1.087
15 H 3.380 0.872 0.432  C6 1.088
16 H 2.322 0.688 1.837  C6 1.090
17 H 2.810 -2.359 -0.357  O9 0.966
18 H -1.623 -3.416 -0.509  N8 1.007
19 H -3.217 -2.761 -0.319  N8 1.008

***

No. 3
Formula: C29H34BF9N2O22P
Source: OMol25
Level of theory: ωB97M-V/def2-TZVPD

Its total charge is +1. The total energy comes out at -4155.112636 Eh.

Each atom is followed by the atoms it is bonded to, with distances in Å.
Geometry (Å):
1 C 3.499 -0.623 -0.908  N2 1.490, H23 1.123, H24 1.129, H25 1.130
2 N 3.325 -1.892 -1.672  C1 1.490, C3 1.473, H26 1.027
3 C 2.373 -2.797 -1.007  N2 1.473, O4 1.457, H27 1.130, H28 1.125
4 O 1.055 -2.695 -1.619  C3 1.457, C5 1.385
5 C 0.089 -2.317 -0.701  O4 1.385, O6 1.201, C7 1.567
6 O -0.134 -2.991 0.268  C5 1.201
7 C -0.764 -1.028 -0.954  C5 1.567, C8 1.494, C19 1.496
8 C -0.432 0.285 -0.322  C7 1.494, C9 1.470, H29 1.118
9 C -1.221 1.495 -0.591  C8 1.470, C10 1.555, N14 1.407
10 C -0.774 2.816 0.098  C9 1.555, F11 1.379, F12 1.380, F13 1.389
11 F -1.757 3.397 0.870  C10 1.379
12 F -0.207 3.727 -0.770  C10 1.380
13 F 0.244 2.515 0.994  C10 1.389
14 N -2.316 1.442 -1.473  C9 1.407, B15 1.506, C18 1.394
15 B -3.161 2.636 -1.830  N14 1.506, O16 1.419, O17 1.390
16 O -4.516 2.381 -2.163  B15 1.419, H30 0.983
17 O -2.730 3.956 -1.908  B15 1.390, H31 0.976
18 C -2.687 0.237 -2.068  N14 1.394, C19 1.481, H32 1.123
19 C -1.964 -1.036 -1.848  C7 1.496, C18 1.481, P20 1.875
20 P -2.509 -2.635 -2.663  C19 1.875, C21 1.901, C22 1.886
21 C -2.565 -4.028 -1.371  P20 1.901, H33 1.128, H34 1.122, H35 1.127
22 C -4.302 -2.412 -3.202  P20 1.886, H36 1.125, H37 1.123, H38 1.124
23 H 2.716 0.118 -1.224  C1 1.123
24 H 3.495 -0.762 0.212  C1 1.129
25 H 4.500 -0.176 -1.183  C1 1.130
26 H 4.247 -2.342 -1.626  N2 1.027
27 H 2.733 -3.854 -1.180  C3 1.130
28 H 2.374 -2.603 0.101  C3 1.125
29 H 0.466 0.278 0.344  C8 1.118
30 H -4.570 2.616 -3.116  O16 0.983
31 H -1.918 4.065 -2.438  O17 0.976
32 H -3.565 0.187 -2.765  C18 1.123
33 H -1.713 -4.751 -1.528  C21 1.128
34 H -2.441 -3.571 -0.354  C21 1.122
35 H -3.509 -4.637 -1.454  C21 1.127
36 H -4.305 -1.929 -4.219  C22 1.125
37 H -4.811 -3.406 -3.317  C22 1.123
38 H -4.826 -1.716 -2.492  C22 1.124
39 C -2.043 5.016 3.711  C40 1.500, O44 1.423, H46 1.093, H47 1.089
40 C -0.946 5.819 3.078  C39 1.500, O41 1.413, F45 1.355, H48 1.094
41 O -0.509 6.649 4.134  C40 1.413, C42 1.366
42 C -0.751 5.948 5.281  O41 1.366, O43 1.187, O44 1.363
43 O -0.276 6.210 6.337  C42 1.187
44 O -1.599 4.906 5.059  C39 1.423, C42 1.363
45 F -1.425 6.602 2.080  C40 1.355
46 H -3.007 5.530 3.687  C39 1.093
47 H -2.158 4.034 3.255  C39 1.089
48 H -0.107 5.223 2.707  C40 1.094
49 C 3.331 -3.211 -5.401  C50 1.499, O54 1.424, H56 1.093, H57 1.090
50 C 3.202 -1.809 -4.885  C49 1.499, O51 1.415, F55 1.356, H58 1.091
51 O 2.633 -1.115 -5.979  C50 1.415, C52 1.365
52 C 1.894 -2.040 -6.658  O51 1.365, O53 1.187, O54 1.363
53 O 1.068 -1.772 -7.468  C52 1.187
54 O 2.216 -3.311 -6.283  C49 1.424, C52 1.363
55 F 4.418 -1.273 -4.619  C50 1.356
56 H 4.255 -3.368 -5.963  C49 1.093
57 H 3.272 -3.955 -4.607  C49 1.090
58 H 2.556 -1.709 -4.011  C50 1.091
59 C -8.068 5.276 -2.667  C60 1.499, O64 1.424, H66 1.092, H67 1.089
60 C -7.877 4.206 -1.634  C59 1.499, O61 1.415, F65 1.354, H68 1.093
61 O -8.160 3.016 -2.344  C60 1.415, C62 1.364
62 C -7.823 3.276 -3.640  O61 1.364, O63 1.189, O64 1.361
63 O -7.669 2.440 -4.472  C62 1.189
64 O -7.672 4.610 -3.862  C59 1.424, C62 1.361
65 F -8.774 4.334 -0.628  C60 1.354
66 H -9.109 5.594 -2.753  C59 1.092
67 H -7.447 6.152 -2.481  C59 1.089
68 H -6.865 4.155 -1.223  C60 1.093
69 C 3.106 6.257 7.186  C70 1.500, O74 1.424, H76 1.092, H77 1.090
70 C 4.206 7.062 6.559  C69 1.500, O71 1.413, F75 1.356, H78 1.093
71 O 4.637 7.891 7.619  C70 1.413, C72 1.367
72 C 4.392 7.187 8.764  O71 1.367, O73 1.186, O74 1.362
73 O 4.861 7.447 9.822  C72 1.186
74 O 3.545 6.144 8.537  C69 1.424, C72 1.362
75 F 3.730 7.847 5.561  C70 1.356
76 H 2.142 6.768 7.159  C69 1.092
77 H 2.995 5.274 6.727  C69 1.090
78 H 5.047 6.468 6.192  C70 1.093
79 C 3.315 -4.764 4.164  C80 1.499, O84 1.427, H86 1.092, H87 1.089
80 C 2.610 -3.650 3.451  C79 1.499, O81 1.417, F85 1.354, H88 1.093
81 O 3.312 -3.565 2.223  C80 1.417, C82 1.363
82 C 3.776 -4.823 1.977  O81 1.363, O83 1.192, O84 1.355
83 O 4.174 -5.190 0.916  C82 1.192
84 O 3.718 -5.604 3.083  C79 1.427, C82 1.355
85 F 2.751 -2.477 4.113  C80 1.354
86 H 4.198 -4.423 4.709  C79 1.092
87 H 2.661 -5.298 4.853  C79 1.089
88 H 1.551 -3.838 3.256  C80 1.093
89 C 3.126 -7.394 -0.694  C90 1.499, O94 1.426, H96 1.092, H97 1.085
90 C 3.132 -8.046 -2.044  C89 1.499, O91 1.416, F95 1.353, H98 1.093
91 O 1.874 -8.694 -2.091  C90 1.416, C92 1.364
92 C 1.045 -7.949 -1.305  O91 1.364, O93 1.189, O94 1.362
93 O -0.141 -8.030 -1.316  C92 1.189
94 O 1.745 -7.092 -0.510  C89 1.426, C92 1.362
95 F 4.106 -8.982 -2.131  C90 1.353
96 H 3.461 -8.067 0.098  C89 1.092
97 H 3.730 -6.492 -0.665  C89 1.085
98 H 3.217 -7.349 -2.882  C90 1.093

***

| no. | largest force on an atom (eV/Å) |
| --- | --- |
| 1 | 2.8 |
| 2 | 0.6 |
| 3 | 3.4 |